No. 1
ORCA calculation (the ωB97M-V functional and the def2-TZVPD basis) on a molecular structure, C6H18BrF6NiO4P.

The geometry in ORCA input format:
```
! wB97M-V def2-TZVPD RIJCOSX def2/J DEFGRID3
* xyz 0 3
Ni 0.9603 -0.1390 0.2420
P -2.1215 0.8125 -1.5313
F -3.2107 1.5353 -2.4147
F -1.4730 0.1181 -2.8365
F -1.0757 2.0203 -1.6602
F -0.9433 0.0272 -0.6023
F -2.6737 1.4415 -0.1618
F -3.0301 -0.4924 -1.3166
Br 3.0710 -0.4944 1.4071
C 1.5253 1.1961 -2.5189
O 1.7596 1.2283 -1.1050
H 2.4629 1.0130 -3.0513
H 0.8318 0.3891 -2.7196
H 1.0809 2.1311 -2.8529
H 2.4743 1.8391 -0.9069
C 0.1772 -2.4065 -1.8594
O 1.1764 -1.7241 -1.0832
H 0.3737 -3.4771 -1.8440
H -0.7906 -2.1907 -1.4182
H 0.1491 -2.0330 -2.8859
H 2.0334 -1.8603 -1.5001
C 0.8813 2.6054 1.6115
O 0.1907 1.3645 1.4726
C -0.3084 0.8293 2.6855
C -1.0204 -0.4618 2.3721
O -0.1052 -1.2676 1.6229
C -0.4257 -2.6517 1.5779
H 0.7073 3.0242 2.6028
H 0.5099 3.2775 0.8429
H 1.9572 2.4386 1.5099
H -0.9971 1.5472 3.1330
H 0.5340 0.6266 3.3573
H -1.9451 -0.3044 1.8076
H -1.2661 -0.9517 3.3210
H -0.5055 -3.0407 2.5943
H 0.3961 -3.1543 1.0757
H -1.3601 -2.8151 1.0331
*
```

Expectation value of S²: 2.00
DFT total energy, Eh: -5563.48634
Maximum force, eV Å⁻¹: 0.52
HOMO energy (alpha / beta), eV: -9.18 / -9.12
Kohn-Sham gap (alpha / beta), eV: 9.48 / 9.40
ΔE to the lowest compared entry with this formula, charge and spin, kJ/mol: 0.0

Atomic partial charges in e from the Mulliken method, atoms 1 to 6: Ni 0.501; P 1.324; F -0.306; F -0.365; F -0.355; F -0.078

=====

No. 2
ORCA calculation (the ωB97M-V functional and the def2-TZVPD basis) on a single C6H3N molecule.

The geometry in ORCA input format:
```
! wB97M-V def2-TZVPD RIJCOSX def2/J DEFGRID3
* xyz 0 1
C 3.5960 1.0888 -0.3418
C 4.7802 0.6504 -0.0907
C 2.3052 0.7824 -0.4349
C 2.6126 -2.1769 0.4973
C 1.3786 -0.0622 0.0883
C -0.1282 -0.0799 -0.0983
N 2.0323 -1.2007 0.3554
H -0.4882 0.8185 -0.7075
H -0.7351 0.0085 0.9164
H -0.5381 -1.0505 -0.5621
*
```

DFT total energy, Eh: -284.88616
Maximum force, eV Å⁻¹: 3.40
HOMO energy (alpha / beta), eV: -9.49 / -9.49
Kohn-Sham gap (alpha / beta), eV: 7.16 / 7.16
ΔE to the lowest compared entry with this formula, charge and spin, kJ/mol: 345.3

Atomic partial charges in e from the Mulliken method, atoms 1 to 6: C -0.018; C -0.407; C 0.160; C -0.116; C 0.493; C -0.993

=====

No. 3
ORCA calculation (the ωB97M-V functional and the def2-TZVPD basis) on a molecular structure, C33H38BF3FeO3.

The geometry in ORCA input format:
```
! wB97M-V def2-TZVPD RIJCOSX def2/J DEFGRID3
* xyz 0 5
C 3.9353 1.5803 4.8376
C 3.6037 0.2510 4.1767
C 4.9040 -0.4478 3.7916
C 2.6057 -0.6132 5.1065
C 2.7757 -2.1059 4.8147
C 2.7364 -0.4243 6.6026
O 1.3419 -0.0995 4.7138
B 1.4961 0.1309 3.3054
C 0.7960 -1.1461 2.5406
C 0.0175 -1.9877 3.3348
C -0.9571 -2.7769 2.7302
C -1.1347 -2.6851 1.3566
C -2.4745 -3.0988 0.8455
F -2.8737 -2.3309 -0.2050
F -2.4797 -4.4126 0.4415
F -3.4463 -2.9847 1.7910
C -0.1441 -2.1096 0.5530
C 0.8746 -1.3654 1.1637
C 0.3659 1.4623 2.6308
C -0.2188 2.2665 3.7570
O 2.8416 0.4644 2.9854
H 4.6605 1.4132 5.6410
H 4.3840 2.2657 4.1123
H 3.0387 2.0500 5.2569
H 5.4783 -0.6969 4.6968
H 4.7126 -1.3662 3.2215
H 5.5105 0.2258 3.1693
H 3.7374 -2.4531 5.2190
H 1.9775 -2.6619 5.3149
H 2.7374 -2.3219 3.7412
H 3.6751 -0.8684 6.9589
H 2.7031 0.6305 6.8915
H 1.9019 -0.9417 7.0918
H 0.0773 -2.0169 4.4211
H -1.5975 -3.4145 3.3307
H -0.1556 -2.2381 -0.5275
H 1.6652 -0.9093 0.5621
H 1.0957 2.0256 2.0318
H -0.4003 0.9491 2.0330
H -0.6552 3.2212 3.4087
H -1.0083 1.7250 4.2810
H 0.5315 2.4924 4.5187
C -2.1276 -5.5596 -2.3818
O -2.9710 -4.4377 -2.6837
C -2.4980 -3.2122 -2.9836
C -3.4719 -2.2416 -3.3532
C -3.1689 -0.9038 -3.2225
C -1.8661 -0.4694 -2.8692
C -1.5252 0.9190 -2.6592
C -0.9030 1.6804 -3.6950
C -0.9463 1.3766 -5.1381
C 0.1040 2.1224 -5.7939
C 0.7417 2.9714 -4.8036
C 0.0710 2.7668 -3.5384
Fe -1.1933 3.3115 -4.9187
C -2.9692 4.0520 -4.4528
C -2.8705 3.7901 -5.8789
C -1.7279 4.5292 -6.3959
C -1.1208 5.2576 -5.2934
C -1.8861 4.9624 -4.0906
C -0.8653 -1.4589 -2.6905
C -1.1496 -2.8089 -2.8052
H -2.8131 -6.4062 -2.3599
H -1.3597 -5.7159 -3.1519
H -1.6495 -5.4683 -1.3987
H -4.4652 -2.5779 -3.6663
H -3.9088 -0.1402 -3.4233
H -1.8676 1.4320 -1.7725
H -1.5788 0.5911 -5.5541
H 0.4129 1.9973 -6.8306
H 1.6172 3.6003 -4.9571
H 0.3024 3.1670 -2.5535
H -3.7574 3.7212 -3.7848
H -3.5714 3.2157 -6.4744
H -1.4344 4.6027 -7.4373
H -0.2852 5.9501 -5.3696
H -1.7178 5.4051 -3.1144
H 0.1518 -1.1326 -2.4651
H -0.3667 -3.5651 -2.6867
*
```

Expectation value of S²: 6.07
DFT total energy, Eh: -3093.95868
Maximum force, eV Å⁻¹: 3.41
HOMO energy (alpha / beta), eV: -5.36 / -8.02
Kohn-Sham gap (alpha / beta), eV: 5.89 / 5.45
ΔE to the lowest compared entry with this formula, charge and spin, kJ/mol: 0.0

Atomic partial charges in e from the Mulliken method, atoms 1 to 6: C -1.958; C 1.741; C -1.861; C 1.456; C -1.819; C -1.839

=====

No. 4
ORCA calculation (the ωB97M-V functional and the def2-TZVPD basis) on a molecular structure, C7H7BrF2N2O2.

The geometry in ORCA input format:
```
! wB97M-V def2-TZVPD RIJCOSX def2/J DEFGRID3
* xyz 0 3
C 0.6960 -2.0681 -0.9072
C 0.6574 -1.0126 1.2113
C -1.5321 0.4516 -1.3861
C 0.4745 -2.1927 0.4828
C 1.6417 -0.0509 -0.5417
C -0.1040 2.2922 -1.5781
C 0.4461 -1.0557 2.7641
N 1.3065 -1.0242 -1.4244
N 1.3370 -0.0058 0.7427
O -2.4778 1.1858 -1.4120
O -0.2256 0.8702 -1.4237
F -0.8496 -1.3987 2.9945
F 1.1973 -2.0371 3.2214
Br 3.0504 0.8562 -1.2918
H 0.4892 -2.8805 -1.5488
H -1.6223 -0.6262 -1.4757
H 0.2653 -3.0543 0.9803
H 0.9251 2.5565 -1.5417
H -0.6314 2.7815 -0.7558
H -0.5760 2.6300 -2.5984
H 0.7901 -0.1346 3.3349
*
```

Expectation value of S²: 2.04
DFT total energy, Eh: -3304.48617
Maximum force, eV Å⁻¹: 5.48
HOMO energy (alpha / beta), eV: -6.22 / -10.09
Kohn-Sham gap (alpha / beta), eV: 6.52 / 6.62
ΔE to the lowest compared entry with this formula, charge and spin, kJ/mol: 0.0

Atomic partial charges in e from the Mulliken method, atoms 1 to 6: C -0.595; C 0.505; C 0.115; C -0.520; C 0.556; C -0.628

=====

No. 5
ORCA calculation (the ωB97M-V functional and the def2-TZVPD basis) on a single C5H7NO molecule.

The geometry in ORCA input format:
```
! wB97M-V def2-TZVPD RIJCOSX def2/J DEFGRID3
* xyz 0 1
C 1.9899 0.0837 -0.1761
C 0.7190 -0.6294 0.2038
O 0.6815 -1.6321 0.8770
C -0.5962 -0.0341 -0.3500
C -1.8022 -0.4792 0.4736
C -0.5037 1.4258 -0.4347
N -0.4422 2.5792 -0.5030
H 2.8440 -0.5844 -0.0778
H 2.1430 0.9280 0.5160
H 1.9215 0.5102 -1.1839
H -0.6898 -0.3945 -1.3873
H -1.7806 -0.0066 1.4596
H -2.7307 -0.2063 -0.0319
H -1.7535 -1.5604 0.6149
*
```

DFT total energy, Eh: -324.70661
SMILES: CC(=O)[C@@H](C)C#N
Maximum force, eV Å⁻¹: 1.18
HOMO energy, eV: -10.30
Kohn-Sham gap, eV: 10.93
ΔE to the lowest compared entry with this formula, charge and spin, kJ/mol: 46.9

Atomic partial charges in e from the Mulliken method, atoms 1 to 6: C -1.212; C 0.553; O -0.544; C 0.602; C -1.390; C 0.067

=====

No. 6
ORCA calculation (the ωB97M-V functional and the def2-TZVPD basis) on 7 unconnected molecules or ions with the total composition C18H38BBr12IN2O4.

The geometry in ORCA input format:
```
! wB97M-V def2-TZVPD RIJCOSX def2/J DEFGRID3
* xyz 0 1
C 0.5185 2.3177 -1.2339
C 1.3522 3.6021 -1.1603
O 1.6817 3.9375 0.1808
C 0.6691 4.7897 -1.9136
N 0.5147 6.0076 -1.1228
C -0.7691 6.6785 -1.3096
C -1.7694 6.0108 -0.3739
O -3.0980 6.4616 -0.6811
B -4.2142 5.7995 -0.3585
I -4.2612 4.1524 1.0248
C -5.6036 6.2639 -0.9773
O -6.2649 5.1964 -1.6960
N -5.9019 5.2531 -3.0540
O -6.6968 4.7154 -3.7122
H -0.5598 2.5117 -1.2719
H 0.8068 1.7395 -2.1195
H 0.7581 1.7125 -0.3573
H 2.3032 3.3980 -1.6530
H 0.9445 3.7032 0.7481
H 1.2134 4.9732 -2.8518
H -0.3386 4.4610 -2.2030
H 1.2683 6.6486 -1.3235
H -1.1318 6.6093 -2.3483
H -0.6565 7.7368 -1.0552
H -1.5212 6.2523 0.6647
H -1.7089 4.9240 -0.4984
H -6.2992 6.5145 -0.1673
H -5.4928 7.1461 -1.6157
Br 2.0861 -0.1041 1.0137
C 2.5239 -1.5821 -0.1687
C 3.8959 -1.4363 -0.7763
Br 3.9664 -0.1001 -2.1953
H 1.7419 -1.6209 -0.9212
H 2.4780 -2.4755 0.4491
H 4.1935 -2.3723 -1.2438
H 4.6394 -1.1419 -0.0423
Br 0.3711 -3.9111 2.2733
C 1.4559 -5.3956 2.8962
C 2.9215 -5.0570 2.9570
Br 3.7400 -5.0313 1.1913
H 1.2493 -6.2269 2.2289
H 1.0852 -5.6295 3.8920
H 3.4599 -5.8218 3.5125
H 3.1034 -4.0834 3.4018
Br -1.3572 -7.7555 2.1887
C -0.6967 -9.1549 1.0151
C 0.7104 -8.8639 0.5647
Br 0.7777 -7.4569 -0.7749
H -1.3952 -9.2256 0.1872
H -0.7195 -10.0723 1.5994
H 1.1570 -9.7383 0.0968
H 1.3409 -8.5393 1.3854
Br 5.1583 5.1665 -1.5654
C 5.7729 5.0676 -3.4038
C 4.6317 4.8669 -4.3686
Br 3.9455 3.0457 -4.3528
H 6.4963 4.2595 -3.4533
H 6.2668 6.0157 -3.6052
H 4.9650 5.0400 -5.3894
H 3.7912 5.5174 -4.1441
Br -6.8726 6.2582 3.6490
C -7.8958 5.2258 2.3576
C -8.9763 4.4081 3.0142
Br -8.2535 2.8544 3.9301
H -7.1825 4.6071 1.8205
H -8.3367 5.9529 1.6785
H -9.6593 4.0189 2.2625
H -9.5299 4.9766 3.7550
Br 2.0236 -10.7071 3.3601
C 2.7320 -12.0624 2.1588
C 4.1429 -11.7506 1.7326
Br 4.2077 -10.3109 0.4297
H 2.0519 -12.1177 1.3140
H 2.6999 -12.9965 2.7148
H 4.5880 -12.6154 1.2458
H 4.7620 -11.4410 2.5687
*
```

DFT total energy, Eh: -32329.80187
SMILES: C[C@H](O)CNCCOB(I)CON=O.BrCCBr.BrCCBr.BrCCBr.BrCCBr.BrCCBr.BrCCBr
Maximum force, eV Å⁻¹: 0.44
HOMO energy, eV: -8.82
Kohn-Sham gap, eV: 9.06
ΔE to the lowest compared entry with this formula, charge and spin, kJ/mol: 0.0

Atomic partial charges in e from the Mulliken method, atoms 1 to 6: C -1.017; C 0.767; O -0.589; C -0.786; N -0.163; C -0.771